(1)
Molecular formula: C20H28I2N3Ti
Method: DFT, wB97M-V/def2-TZVPD

Computed properties:
Energy relative to the best compared isomer or geometry (same formula, charge and spin) = 0.000 eV
Total charge = -1
HOMO-LUMO gap (alpha / beta) = 5.97 / 7.15 eV
Spin multiplicity = 3

Geometry (Å):
Ti -1.542 0.585 -0.086
C 3.082 1.357 0.439
C 2.243 0.177 0.930
C 2.177 -0.948 -0.064
C 3.012 -2.057 0.043
C 2.928 -3.097 -0.866
C 1.998 -3.044 -1.894
C 1.145 -1.955 -2.037
C 0.076 -1.901 -3.102
C -0.182 -3.209 -3.834
C 1.260 -0.903 -1.117
N 0.374 0.207 -1.196
C 0.570 1.071 -2.141
C -0.284 2.189 -2.289
C -0.261 3.270 -3.177
C -1.342 4.076 -2.818
C -1.967 3.437 -1.737
N -1.337 2.303 -1.411
H 3.129 2.143 1.195
H 2.649 1.793 -0.463
H 4.102 1.043 0.205
H 1.227 0.517 1.145
H 2.660 -0.204 1.866
H 3.719 -2.102 0.864
H 3.575 -3.960 -0.765
H 1.920 -3.877 -2.581
H 0.326 -1.123 -3.831
H -0.854 -1.569 -2.634
H 0.679 -3.537 -4.422
H -1.023 -3.089 -4.518
H -0.437 -4.006 -3.132
H 1.416 0.944 -2.821
H 0.450 3.432 -3.973
H -1.648 5.003 -3.278
H -2.842 3.757 -1.191
I -3.563 -1.030 -1.156
C -2.307 -3.193 1.986
I -0.397 -2.922 1.352
H -3.079 -2.701 1.416
H -2.466 -3.690 2.928
C -0.004 0.763 3.605
C -1.370 1.138 3.016
C -1.654 2.614 3.334
C -2.447 0.267 3.676
N -1.393 0.940 1.597
H -0.002 0.868 4.695
H 0.774 1.411 3.197
H 0.241 -0.271 3.352
H -1.639 2.804 4.413
H -2.633 2.894 2.942
H -0.906 3.246 2.852
H -2.479 0.414 4.761
H -2.249 -0.787 3.469
H -3.425 0.512 3.256

Atom charges from the Löwdin analysis, given in e for atoms 1 to 8: 0.366, -0.078, -0.214, -0.231, -0.075, -0.101, -0.059, -0.179

=====

(2)
Molecular formula: C17H26AgN6O8V
Method: DFT, wB97M-V/def2-TZVPD

Computed properties:
Total charge = +2
HOMO-LUMO gap (alpha / beta) = 6.16 / 6.14 eV

Geometry (Å):
N 0.830 0.402 1.885
C 0.671 1.262 2.727
O 0.503 2.079 3.571
Ag -2.201 -2.127 0.419
V 0.219 0.006 0.075
N -0.023 -1.962 -0.111
N 1.807 0.357 -0.909
C 0.682 -3.069 0.584
C 3.135 0.838 -0.507
C -0.156 -4.352 0.527
C 2.028 -3.373 -0.067
C 0.883 -2.693 2.050
C 3.032 2.290 -0.018
C 4.119 0.817 -1.673
C 3.678 -0.020 0.626
H -1.158 -4.177 0.954
H 0.324 -5.133 1.135
H -0.269 -4.724 -0.498
H 1.887 -3.756 -1.088
H 2.541 -4.148 0.523
H 2.652 -2.472 -0.107
H 1.458 -1.766 2.154
H 1.415 -3.508 2.564
H -0.077 -2.546 2.562
H 2.705 2.955 -0.827
H 4.022 2.625 0.318
H 2.329 2.396 0.815
H 3.847 1.540 -2.450
H 4.177 -0.179 -2.124
H 5.121 1.084 -1.317
H 4.662 0.369 0.916
H 3.799 -1.060 0.305
H 3.022 0.016 1.500
C -0.252 -2.215 -1.547
H -0.485 -1.262 -2.040
H 0.607 -2.681 -2.046
H -1.133 -2.867 -1.706
C 1.351 0.775 -2.230
H 0.249 0.704 -2.287
H 1.635 1.816 -2.462
H 1.770 0.138 -3.029
O -5.458 4.870 1.476
N -5.739 3.820 0.869
O -6.905 3.473 0.608
C -4.650 2.962 0.454
C -3.337 3.363 0.738
C -2.291 2.513 0.380
C -2.575 1.178 -0.079
O -1.697 0.228 0.077
C -3.920 0.864 -0.483
C -4.949 1.747 -0.191
N -4.286 -0.420 -1.053
O -5.498 -0.672 -1.192
O -3.397 -1.254 -1.416
N -0.931 2.941 0.591
O -0.702 3.985 1.202
O 0.022 2.243 0.069
H -3.121 4.312 1.224
H -5.974 1.471 -0.438

Atom charges from the Löwdin analysis, given in e for atoms 1 to 8: 0.056, -0.328, 0.228, 0.857, 1.137, -0.247, -0.072, -0.656

=====

(3)
Molecular formula: C21H29F3INO6
Method: DFT, wB97M-V/def2-TZVPD

Computed properties:
Energy relative to the best compared isomer or geometry (same formula, charge and spin) = 0.762 eV
HOMO-LUMO gap = 7.03 eV

Geometry (Å):
C -3.230 4.959 -2.791
C -2.029 4.278 -3.536
C -1.949 2.824 -3.037
C -0.748 2.002 -3.600
C -1.171 0.537 -3.908
C -1.293 -0.365 -2.658
C -2.582 -0.172 -1.831
C -2.640 -1.094 -0.605
C -1.918 -0.837 0.538
C -1.017 0.383 0.666
C 0.126 0.218 1.695
C 0.942 -1.090 1.532
I 1.663 -1.698 3.490
N -2.033 -1.705 1.565
C -2.776 -2.811 1.517
C -3.489 -3.131 0.387
C -4.271 -4.447 0.440
O -3.814 -5.277 1.266
O -5.238 -4.647 -0.305
C -3.444 -2.252 -0.693
C -4.280 -2.607 -1.921
O -3.906 -3.335 -2.794
O -5.528 -2.016 -1.976
H -3.737 5.715 -3.401
H -2.940 5.341 -1.803
H -3.964 4.158 -2.599
H -1.123 4.855 -3.317
H -2.294 4.252 -4.603
H -2.869 2.252 -3.222
H -1.829 2.862 -1.936
H -0.392 2.449 -4.542
H 0.107 2.031 -2.906
H -2.047 0.491 -4.573
H -0.335 0.121 -4.499
H -1.297 -1.407 -3.022
H -0.365 -0.247 -2.077
H -3.429 -0.373 -2.506
H -2.735 0.847 -1.448
H -1.593 1.309 0.819
H -0.539 0.514 -0.317
H -0.327 0.210 2.699
H 0.836 1.052 1.645
H 1.819 -0.986 0.884
H 0.372 -1.947 1.162
H -1.516 -1.527 2.421
H -2.804 -3.491 2.370
H -5.398 -1.059 -1.911
C 7.762 -0.740 5.497
C 6.489 -1.288 4.889
O 5.904 -0.357 3.958
C 6.497 -0.270 2.773
O 7.456 -0.891 2.426
C 5.751 0.731 1.883
F 5.517 1.890 2.515
F 4.558 0.242 1.501
F 6.431 1.022 0.778
H 7.575 0.229 5.963
H 8.154 -1.426 6.247
H 8.530 -0.586 4.740
H 5.746 -1.442 5.670
H 6.653 -2.251 4.404

Atom charges from the Löwdin analysis, given in e for atoms 1 to 8: -0.115, -0.247, -0.249, -0.194, -0.202, -0.174, -0.123, -0.075